DFT (ωB97M-V/def2-TZVPD) results for a 23-piece molecular cluster, C39H31BBr2Cl88FIN5O3 overall in a non-equilibrium geometry.

```
171
Properties=species:S:1:pos:R:3:forces:R:3
C 1.7502 1.6158 3.3133 -0.222 0.975 -0.704
B 2.5017 2.1052 2.0353 0.442 -1.318 0.417
O 3.8512 2.2671 2.1375 -0.080 0.815 -0.703
C 1.6455 2.3471 0.6547 -0.270 1.185 0.921
C 2.0930 3.5472 -0.1752 1.947 -0.374 0.486
C 2.8272 4.5622 0.6955 -0.563 0.397 -1.095
C 3.1466 5.9496 0.0683 0.450 1.705 0.067
N 2.2817 7.0377 0.5422 0.237 -0.561 0.091
N 3.2073 5.9933 -1.3689 -0.281 -0.917 -0.192
N 4.4665 6.2985 0.5809 -0.210 -0.347 0.564
O 0.9916 4.1627 -0.9023 0.702 -1.030 -1.386
C 0.1653 4.8234 -0.2239 0.179 -0.086 0.110
N -0.5805 5.4213 0.3915 -1.345 1.039 1.213
O 3.0422 3.1249 -1.0766 -0.888 -0.009 -0.803
C 2.5275 2.2986 -2.1155 0.589 -0.363 -0.440
C 2.0538 3.0505 -3.3615 0.556 -0.197 0.196
C 3.1720 3.2996 -4.3683 0.191 0.027 -0.343
C 4.3010 4.1650 -3.8290 -0.326 0.024 -0.272
C 3.6901 2.0257 -5.0487 -0.114 0.624 0.344
C 1.5010 1.2287 -1.6443 0.799 0.068 -1.174
I 1.8541 -0.6416 -2.7196 -0.140 0.587 0.193
N 1.3326 1.0671 -0.1110 0.499 0.409 -1.690
C 2.3462 0.0637 0.3060 0.687 0.286 -0.196
Br 4.1422 0.4220 -0.2567 -0.283 0.448 -0.264
C 2.2933 -1.0289 1.0320 -1.239 -1.168 1.006
C 3.4879 -1.8682 1.2837 -0.066 -0.432 0.364
Br 0.8063 -1.7873 1.9543 -0.285 0.665 -0.230
C -0.1411 0.8042 0.0893 -1.539 0.625 0.923
C -1.1215 1.8803 -0.3344 0.559 0.991 0.052
F -0.5331 -0.3101 -0.5193 0.626 -1.395 -0.513
H 2.4294 1.2501 4.0616 0.157 -0.420 0.272
H 1.2886 2.5137 3.7298 -0.266 0.203 0.237
H 0.9299 0.9475 3.1056 -0.275 -0.406 0.162
H 4.0628 2.9898 2.7346 0.492 -0.229 0.523
H 0.7494 2.7029 1.1540 -0.730 -0.301 -0.203
H 2.3100 4.7435 1.6268 -0.078 -0.091 0.478
H 3.7825 4.1114 0.8471 0.387 -0.293 0.357
H 1.5521 7.2198 -0.1240 -0.392 0.071 0.112
H 1.8966 6.8114 1.4460 -0.357 0.246 0.111
H 3.9459 6.5850 -1.6980 0.052 0.352 -0.016
H 2.3352 6.2203 -1.8166 -0.133 0.039 -0.157
H 5.1818 5.9975 -0.0600 0.366 -0.169 -0.033
H 4.5011 7.3018 0.7190 -0.298 -0.338 -0.109
H 3.3747 1.7517 -2.4890 0.600 -0.204 0.300
H 1.3316 2.4177 -3.8632 -0.125 -0.152 -0.023
H 1.6085 4.0003 -3.1159 -0.241 0.145 0.259
H 2.7265 3.8978 -5.1484 -0.433 0.186 -0.331
H 4.5766 3.9142 -2.8185 0.272 -0.102 0.340
H 5.1573 4.1162 -4.4840 0.369 -0.151 -0.160
H 3.9684 5.1876 -3.8522 -0.032 0.552 0.303
H 3.6723 2.1552 -6.1187 -0.052 -0.098 -0.425
H 4.7220 1.8775 -4.7836 0.422 -0.451 0.215
H 3.0917 1.1675 -4.7903 -0.054 -0.459 -0.030
H 0.5924 1.4749 -2.1575 -0.857 0.205 0.798
H 3.9189 -2.1921 0.3553 0.419 -0.019 -0.446
H 4.1893 -1.2921 1.8639 0.539 0.091 0.123
H 3.2278 -2.7521 1.8386 -0.139 -0.238 0.249
H -0.3006 0.7420 1.1473 0.384 -0.712 0.777
H -1.2917 2.5741 0.4722 -0.013 0.349 0.314
H -2.0730 1.4246 -0.5244 -0.350 -0.564 -0.097
H -0.8615 2.4682 -1.1969 0.174 0.077 -0.473
C 0.4087 -4.5915 -2.3047 -0.073 -0.072 0.054
Cl 1.1843 -6.1159 -1.8872 -0.325 0.185 0.404
Cl 1.0692 -3.9965 -3.8435 0.061 -0.001 -0.039
Cl -1.3218 -4.8361 -2.4670 0.189 0.290 -0.034
Cl 0.7189 -3.4010 -1.0333 -0.108 -0.307 0.173
C 3.8485 -8.4888 -4.1328 0.077 0.005 -0.083
Cl 2.9577 -6.9643 -4.1974 0.472 -0.084 -0.430
Cl 5.5703 -8.1540 -3.9247 0.014 0.008 0.014
Cl 3.2635 -9.4440 -2.7681 -0.038 -0.009 0.035
Cl 3.6001 -9.3837 -5.6306 0.001 -0.002 -0.006
C 7.1860 10.0452 0.7632 0.085 0.225 -0.079
Cl 6.2616 11.1630 1.7613 0.163 -0.147 -0.170
Cl 8.7087 9.6476 1.5699 -0.068 -0.053 -0.014
Cl 6.2375 8.5641 0.5330 0.511 0.384 -0.036
Cl 7.5177 10.7794 -0.8061 -0.160 -0.120 -0.018
C -0.9190 -0.6684 6.1468 -0.064 -0.075 0.158
Cl 0.7884 -0.7154 6.5963 0.026 0.035 -0.046
Cl -1.2441 0.7904 5.1950 -0.020 0.067 -0.048
Cl -1.3256 -2.0909 5.1874 0.071 0.008 -0.020
Cl -1.9146 -0.6437 7.5947 -0.021 -0.101 0.000
C 11.3174 12.9116 -1.4115 0.039 0.032 0.024
Cl 10.3997 14.4115 -1.5661 -0.021 0.010 -0.007
Cl 12.9956 13.2851 -1.0153 0.008 -0.001 -0.005
Cl 10.6119 11.9220 -0.1310 0.163 0.053 0.039
Cl 11.2554 12.0233 -2.9376 -0.013 -0.017 -0.022
C -4.4790 -3.5512 2.9020 -0.002 -0.090 0.202
Cl -5.5916 -3.4669 1.5350 0.092 0.087 0.032
Cl -2.8601 -3.0108 2.4129 -0.062 0.031 -0.296
Cl -5.0502 -2.5314 4.2258 -0.025 -0.052 -0.198
Cl -4.3628 -5.2164 3.4652 -0.024 -0.091 -0.017
C -2.1891 1.9633 10.5146 -0.028 0.003 0.040
Cl -1.1599 0.6152 11.0064 0.017 -0.019 0.005
Cl -1.6669 2.5544 8.9329 0.043 0.138 -0.018
Cl -3.8642 1.4149 10.4049 -0.013 -0.046 -0.040
Cl -2.0664 3.2621 11.6999 -0.002 0.006 0.000
C -7.0707 -1.1550 7.8565 -0.010 -0.080 0.079
Cl -5.5303 -1.0096 6.9871 -0.093 0.142 0.040
Cl -7.2165 0.1827 8.9986 -0.007 0.066 0.004
Cl -8.4337 -1.1183 6.7310 0.209 -0.013 0.046
Cl -7.0785 -2.6814 8.7394 0.027 0.068 -0.059
C -0.4321 -9.5773 -5.6047 -0.053 0.158 -0.172
Cl 0.3394 -11.1217 -5.2788 0.071 0.005 0.026
Cl 0.2333 -8.8933 -7.0873 -0.070 -0.070 -0.128
Cl -2.1727 -9.8100 -5.7715 0.001 0.012 0.035
Cl -0.1169 -8.4234 -4.2891 -0.028 -0.064 -0.106
C 0.7752 -5.3091 -8.9159 -0.016 -0.008 -0.020
Cl 0.5141 -5.3955 -7.1709 0.018 0.058 0.064
Cl -0.7777 -5.1445 -9.7343 -0.013 -0.003 -0.001
Cl 1.7909 -3.9129 -9.2886 0.031 0.022 -0.001
Cl 1.5788 -6.7829 -9.4687 0.023 0.014 0.010
C 6.3587 -1.2097 -6.6811 0.063 -0.053 -0.091
Cl 8.0046 -1.5779 -6.1766 -0.028 -0.124 -0.113
Cl 6.3450 0.3021 -7.5932 -0.017 0.034 0.009
Cl 5.7333 -2.5143 -7.6899 -0.028 0.000 0.019
Cl 5.3390 -1.0347 -5.2444 -0.070 -0.038 0.094
C -4.5672 -7.3321 -2.0198 -0.013 -0.076 0.023
Cl -2.8768 -7.5133 -2.4942 -0.240 -0.351 -0.020
Cl -4.7012 -6.0520 -0.8047 0.011 0.028 0.020
Cl -5.5298 -6.9027 -3.4351 -0.004 0.019 -0.013
Cl -5.1564 -8.8503 -1.3428 0.001 0.000 0.014
C -4.0952 6.1747 -1.1750 -0.017 0.119 0.042
Cl -4.9281 6.1508 0.3776 -0.019 -0.003 -0.002
Cl -5.2787 6.2564 -2.4833 -0.016 -0.032 0.135
Cl -3.0326 7.5805 -1.2555 0.048 -0.027 -0.018
Cl -3.1390 4.6952 -1.3442 -0.093 -0.154 0.051
C -9.4334 -5.6620 10.2854 -0.025 -0.069 0.035
Cl -7.6670 -5.5572 10.2963 0.040 -0.065 0.047
Cl -10.0901 -4.2646 9.4313 0.205 -0.151 0.387
Cl -9.9312 -7.1396 9.4651 -0.003 -0.024 -0.036
Cl -10.0337 -5.6751 11.9431 0.013 0.007 0.020
C -9.0161 4.4920 -3.8244 0.010 -0.082 0.087
Cl -10.1505 4.0086 -5.0831 0.011 -0.008 0.019
Cl -8.2766 3.0580 -3.0984 -0.069 -0.046 0.037
Cl -7.7361 5.4783 -4.5281 0.021 0.158 -0.241
Cl -9.8590 5.4197 -2.5842 -0.003 -0.016 0.009
C -12.4784 -2.3182 6.0184 -0.075 0.066 0.007
Cl -13.3845 -3.5227 5.1034 -0.003 -0.017 -0.016
Cl -11.2841 -1.5551 4.9593 0.003 0.022 -0.070
Cl -13.5845 -1.0891 6.6343 0.012 0.007 0.006
Cl -11.6529 -3.1052 7.3642 -0.272 0.116 -0.384
C 0.0794 -11.2221 -0.3590 -0.050 -0.057 0.017
Cl 0.8438 -10.0284 0.6992 0.020 0.041 0.005
Cl 1.0682 -12.6829 -0.4032 0.032 0.026 0.009
Cl -1.5275 -11.6114 0.2564 0.003 0.025 0.003
Cl -0.0555 -10.5445 -1.9882 0.055 0.058 0.379
C -2.1677 -14.6800 -3.4809 0.016 -0.032 0.001
Cl -1.9007 -15.0515 -5.1865 0.001 0.002 -0.019
Cl -1.2537 -13.2338 -3.0463 -0.144 -0.151 -0.074
Cl -3.8874 -14.3917 -3.2025 -0.020 0.007 0.004
Cl -1.6292 -16.0378 -2.4892 0.004 -0.007 0.008
C -1.8781 4.0458 -5.4605 -0.242 0.104 -0.070
Cl -3.0250 5.1188 -4.6638 0.037 -0.020 -0.178
Cl -0.5716 3.6273 -4.3292 -0.580 0.219 -0.290
Cl -2.6998 2.5737 -5.9746 0.017 -0.048 0.040
Cl -1.1822 4.8534 -6.8630 0.071 -0.001 0.003
C -12.8479 -10.2177 8.5881 -0.015 -0.009 0.006
Cl -14.3427 -11.0812 8.2255 -0.005 -0.001 -0.009
Cl -11.5640 -11.3789 8.9345 0.026 -0.009 0.001
Cl -12.3852 -9.2280 7.1985 0.020 0.021 -0.020
Cl -13.0913 -9.1758 9.9908 -0.016 0.020 0.037
C 2.8097 12.1888 3.4148 -0.041 0.015 -0.020
Cl 4.4218 11.9129 4.0834 -0.158 0.113 0.285
Cl 2.7843 13.7322 2.5624 0.009 -0.002 -0.014
Cl 2.4194 10.8839 2.2871 0.009 -0.039 -0.023
Cl 1.6259 12.2140 4.7223 -0.001 -0.009 0.004
C 10.8166 0.8992 -3.7434 0.041 0.030 0.008
Cl 11.5782 -0.6138 -3.2490 -0.003 -0.019 0.006
Cl 11.4788 1.4141 -5.2944 -0.006 0.002 -0.016
Cl 9.0736 0.6508 -3.9052 -0.005 0.094 0.107
Cl 11.1259 2.1411 -2.5268 0.000 0.010 0.013
```
Positions in Å, forces in eV/Å.

The charge is +1. The calculation puts the HOMO-LUMO gap at 9.0 eV. The spin multiplicity is 1.